[1]
This record from OMol25 describes 3 unconnected molecules or ions with the total composition C6H7NO3 at a distorted geometry. The level of theory is ωB97M-V/def2-TZVPD.

Structure (XYZ):
```
17
Properties=species:S:1:pos:R:3:mulliken_charge:R:1
O -2.0795 -1.4744 0.7563 -0.65
O 0.1290 -1.6756 2.4025 -0.75
O -1.4427 0.6005 0.8952 -0.30
N 0.5895 -0.9249 -0.5883 -0.66
C -0.0170 0.8794 0.9409 -0.98
C 1.6458 2.2081 -2.0663 0.05
C 0.3648 0.5146 -0.4786 1.49
C 1.0824 1.4324 -1.3283 -1.35
C -1.7151 -0.4547 0.1395 0.36
C -0.7292 -0.4177 -0.9797 -0.17
H 1.1265 -1.1550 -1.4213 0.31
H 2.0106 2.9066 -2.7992 0.46
H -1.0823 -0.5207 -2.0046 0.47
H 0.0637 1.9577 1.1223 0.31
H 0.2654 -0.2159 1.9166 0.54
H 0.6805 -1.8846 1.6265 0.40
H -0.8925 -1.7757 1.8667 0.48
```

E_tot ... -13961.7647 eV
ΔE to the lowest compared entry with this formula, charge and spin ... 142.9 kcal/mol
Gap between HOMO and LUMO ... 9.129 eV
Total charge ... 0

[2]
This record from OMol25 describes 2 unconnected molecules or ions with the total composition C6H7NO6 at a distorted geometry. The level of theory is ωB97M-V/def2-TZVPD.

Structure (XYZ):
```
20
Properties=species:S:1:pos:R:3:mulliken_charge:R:1
O 0.0000 1.5500 2.0582 -0.51
O 1.4454 1.2754 -0.8498 -0.17
O -2.6511 -0.0548 0.1089 -0.49
O 1.2968 -0.4075 0.3721 -0.30
O 2.9332 -0.3123 2.3626 -0.48
O -2.2435 -0.8222 -3.2284 -0.46
N 2.0476 0.5311 -0.0532 0.08
C -1.7313 -0.5330 -2.0739 0.59
C -2.5190 -0.8108 -0.8577 -0.22
C -0.0561 0.6741 -0.8791 -0.42
C -0.4850 0.1147 -2.0186 -0.36
C 1.6147 -0.1915 2.2702 0.21
C 1.0681 1.1550 2.5165 -0.07
H -0.5889 0.8256 0.0427 0.61
H -3.1198 -1.2487 -3.1485 0.34
H 1.7849 1.7672 3.1019 0.31
H 0.1187 0.2582 -2.9186 0.38
H -3.1372 -1.7290 -0.9507 0.32
H 3.2806 -1.0044 1.7634 0.34
H 0.9419 -1.0373 2.3822 0.31
```

E_tot ... -20101.0003 eV
ΔE to the lowest compared entry with this formula, charge and spin ... 32.7 kcal/mol
Gap between HOMO and LUMO (alpha / beta) ... 7.818 / 6.082 eV
Total charge ... 0

- Among the records above, which one has the lowest ΔE to the lowest compared entry with this formula, charge and spin?
  C6H7NO6

- Which of these has the lowest ΔE to the lowest compared entry with this formula, charge and spin?
  C6H7NO6

Copy entry 1 word for word.
This record from OMol25 describes 3 unconnected molecules or ions with the total composition C6H7NO3 at a distorted geometry. The level of theory is ωB97M-V/def2-TZVPD.

Structure (XYZ):
```
17
Properties=species:S:1:pos:R:3:mulliken_charge:R:1
O -2.0795 -1.4744 0.7563 -0.65
O 0.1290 -1.6756 2.4025 -0.75
O -1.4427 0.6005 0.8952 -0.30
N 0.5895 -0.9249 -0.5883 -0.66
C -0.0170 0.8794 0.9409 -0.98
C 1.6458 2.2081 -2.0663 0.05
C 0.3648 0.5146 -0.4786 1.49
C 1.0824 1.4324 -1.3283 -1.35
C -1.7151 -0.4547 0.1395 0.36
C -0.7292 -0.4177 -0.9797 -0.17
H 1.1265 -1.1550 -1.4213 0.31
H 2.0106 2.9066 -2.7992 0.46
H -1.0823 -0.5207 -2.0046 0.47
H 0.0637 1.9577 1.1223 0.31
H 0.2654 -0.2159 1.9166 0.54
H 0.6805 -1.8846 1.6265 0.40
H -0.8925 -1.7757 1.8667 0.48
```

E_tot ... -13961.7647 eV
ΔE to the lowest compared entry with this formula, charge and spin ... 142.9 kcal/mol
Gap between HOMO and LUMO ... 9.129 eV
Total charge ... 0